55
Properties=species:S:1:pos:R:3:forces:R:3 method="wB97M-V/def2-TZVPD" s_squared=0.7663 spin_multiplicity=2 total_charge=+1 homo_energy_ha="-0.41287 / -0.41927" orbital_gap_ev="8.539 / 9.302" e_lumo_ev="-2.7 / -2.1"
Co 0.386 0.367 -0.161 -0.5 0.4 0.5
C 2.556 2.642 -1.270 0.1 -0.1 0.0
C 1.554 3.522 -0.547 0.0 0.0 0.0
S -0.034 2.658 -0.504 0.0 0.0 0.1
C -0.861 3.614 0.797 0.1 0.2 -0.1
C -2.181 2.983 1.250 -0.1 0.0 0.0
S -2.279 1.177 1.190 0.0 -0.1 0.1
C -1.621 0.739 2.819 0.0 0.0 0.1
C -0.227 1.280 3.122 0.0 0.0 0.0
S 0.982 0.381 2.124 0.2 -0.1 -0.2
C 2.397 1.503 2.114 0.2 0.0 0.0
C 3.362 1.133 0.980 -0.1 -0.1 0.1
S 2.664 0.923 -0.680 0.0 0.1 -0.2
H 3.554 3.078 -1.228 0.0 0.0 0.0
H 2.291 2.554 -2.325 0.0 -0.1 0.0
H 1.411 4.466 -1.075 0.1 0.0 0.0
H 1.894 3.754 0.462 -0.1 0.0 0.0
H -1.051 4.589 0.345 -0.1 0.0 0.1
H -0.176 3.780 1.627 0.1 -0.1 -0.1
H -2.993 3.347 0.621 0.0 -0.1 0.0
H -2.407 3.312 2.266 0.0 0.0 0.0
H -1.618 -0.354 2.826 0.0 0.0 0.0
H -2.313 1.062 3.597 0.0 0.1 -0.1
H 0.019 1.137 4.175 0.0 -0.1 0.0
H -0.160 2.345 2.913 0.0 0.0 0.0
H 2.935 1.407 3.058 0.0 0.0 0.0
H 2.027 2.526 2.046 0.0 0.0 -0.1
H 3.802 0.157 1.183 0.0 0.0 0.0
H 4.173 1.859 0.925 0.0 0.0 0.0
O 2.941 -1.775 -0.042 -0.1 0.0 0.0
C 1.823 -2.254 -0.048 0.3 0.2 0.0
N 0.646 -1.525 -0.058 -0.3 0.0 -0.2
C -0.415 -2.372 0.131 -0.1 0.1 0.2
O -1.571 -2.012 0.325 0.1 0.0 0.0
C 0.091 -3.775 0.133 0.1 0.0 0.0
C -0.566 -4.982 0.244 0.0 0.0 0.0
C 0.220 -6.131 0.221 0.0 0.0 0.0
C 1.605 -6.058 0.102 0.0 0.0 0.0
C 2.259 -4.832 0.003 -0.1 0.1 0.0
C 1.469 -3.702 0.016 -0.1 -0.1 0.0
H -1.642 -5.030 0.346 0.0 0.0 0.0
H -0.250 -7.102 0.300 0.0 0.0 0.0
H 2.181 -6.973 0.090 0.0 0.0 0.0
H 3.334 -4.765 -0.082 0.0 0.0 0.0
C -3.415 0.505 -4.283 0.0 0.0 0.0
N -2.193 0.673 -3.525 0.0 0.0 0.1
C -1.933 0.082 -2.337 -0.5 -0.2 -0.1
N -2.858 -0.734 -1.811 0.1 0.1 0.0
O -0.867 0.328 -1.752 0.9 0.0 -0.2
H -3.356 1.119 -5.177 0.0 0.0 0.0
H -4.291 0.823 -3.713 0.0 0.0 0.0
H -3.548 -0.531 -4.603 0.0 0.0 0.0
H -1.485 1.312 -3.841 0.0 -0.1 0.0
H -3.680 -0.995 -2.322 0.0 0.0 0.0
H -2.587 -1.234 -0.967 -0.1 0.0 0.0

---

57
Properties=species:S:1:pos:R:3:forces:R:3 method="wB97M-V/def2-TZVPD" s_squared=6.1316 spin_multiplicity=5 total_charge=-2 homo_energy_ha="-0.01774 / -0.02649" orbital_gap_ev="4.408 / 4.645" e_lumo_ev="3.9 / 3.9" e_above_lowest_ev=3.4272
Cr -0.408 -1.521 -0.065 0.1 0.4 -0.7
C 2.528 4.134 0.405 0.0 0.0 0.0
C 2.493 2.818 1.086 0.0 0.0 -0.2
N 3.258 2.454 2.070 0.1 -0.1 0.0
N 2.847 1.182 2.325 -0.2 0.1 0.1
C 1.812 0.769 1.561 0.3 0.2 0.1
S 0.990 -0.664 1.857 -0.5 -0.1 -0.2
N 1.623 1.825 0.729 0.0 -0.1 0.1
N 0.573 1.993 -0.177 -0.2 0.0 0.3
H 3.295 4.748 0.870 0.0 0.0 0.0
H 1.561 4.633 0.488 0.0 0.0 0.0
H 2.758 4.020 -0.656 0.0 0.0 0.0
H 3.207 0.660 3.102 0.1 0.0 -0.1
H 0.924 2.611 -0.902 0.0 -0.1 -0.1
H 0.453 1.063 -0.663 0.1 0.1 -0.1
Se -1.096 -3.809 -1.010 0.3 -0.4 0.4
Te -3.046 -5.247 -1.555 -0.1 0.0 -0.1
Te -2.688 -4.998 2.715 0.2 0.4 -0.3
Se -0.993 -3.531 1.509 0.1 -0.5 0.0
C 3.180 -3.257 0.123 0.0 0.0 0.1
N 4.241 -2.261 0.021 -0.1 0.0 -0.2
C 5.568 -2.527 -0.257 0.0 0.0 0.1
C 6.175 -1.329 -0.404 0.0 0.0 0.0
N 5.183 -0.379 -0.211 0.0 -0.2 -0.2
C 5.334 1.046 -0.417 0.1 0.0 0.2
C 3.966 -0.937 0.039 0.2 0.3 0.2
Se 0.755 -0.684 -1.977 -0.3 -0.3 0.5
H 3.598 -4.248 -0.044 0.0 0.0 0.0
H 2.416 -3.040 -0.624 0.0 0.0 0.0
H 2.718 -3.216 1.108 0.0 0.0 0.0
H 5.967 -3.525 -0.318 0.0 0.0 0.0
H 7.200 -1.083 -0.622 0.0 0.0 0.0
H 6.312 1.251 -0.853 0.0 0.0 0.0
H 5.244 1.588 0.527 0.0 0.0 0.0
H 4.553 1.390 -1.093 0.0 0.0 0.0
C -4.043 -1.932 -0.221 0.0 0.1 0.0
C -3.532 -0.577 0.279 -0.1 0.1 -0.1
C -3.876 -0.470 1.774 0.0 0.0 0.0
C -2.043 -0.385 0.122 -0.2 0.3 0.1
C -4.194 0.529 -0.546 0.1 0.1 0.0
C -4.979 1.542 -0.003 0.0 -0.1 0.0
C -5.508 2.553 -0.800 0.0 0.0 0.0
C -5.255 2.576 -2.162 0.0 0.0 0.0
C -4.465 1.574 -2.718 0.0 0.0 0.0
C -3.943 0.570 -1.922 0.0 0.0 0.0
H -3.616 -2.742 0.370 0.0 0.0 0.0
H -3.776 -2.111 -1.261 0.0 0.0 0.0
H -5.132 -1.981 -0.130 0.0 0.0 0.0
H -3.416 -1.311 2.294 0.0 0.0 0.0
H -4.958 -0.517 1.938 0.0 0.0 0.0
H -3.489 0.455 2.210 0.0 0.0 0.0
H -1.772 0.662 0.300 0.0 0.0 0.1
H -5.187 1.547 1.059 0.0 0.0 0.0
H -6.113 3.331 -0.347 0.0 0.0 0.0
H -5.661 3.365 -2.784 0.0 0.0 0.0
H -4.240 1.585 -3.779 0.0 0.0 0.0
H -3.302 -0.189 -2.357 0.0 0.0 0.0

---

56
Properties=species:S:1:pos:R:3:forces:R:3 method="wB97M-V/def2-TZVPD" s_squared=0.7533 spin_multiplicity=2 total_charge=-1 homo_energy_ha="-0.16903 / -0.16897" orbital_gap_ev="6.989 / 6.933" e_lumo_ev="2.4 / 2.3" e_above_lowest_ev=0.3487
Cu 1.552 -0.382 0.423 0.5 -0.2 0.1
N 1.848 -0.676 2.476 -0.2 0.0 0.0
C 2.865 -1.730 2.667 0.0 0.0 0.1
C 3.662 -2.005 1.393 0.0 0.0 0.0
O 4.735 -2.605 1.463 0.0 0.0 0.0
N 3.038 -1.565 0.306 -0.1 0.1 -0.1
C 3.659 -1.611 -0.994 0.0 0.0 0.0
C 3.147 -0.445 -1.842 -0.1 0.0 0.2
O 3.622 -0.229 -2.940 0.1 0.0 -0.2
O 2.182 0.259 -1.309 -0.1 -0.1 0.0
H 2.160 0.215 2.841 0.0 0.0 0.1
H 0.978 -0.939 2.943 0.0 0.1 -0.1
H 2.346 -2.650 2.942 0.0 0.0 0.0
H 3.564 -1.491 3.468 0.0 0.0 0.0
H 3.400 -2.529 -1.534 0.1 0.0 0.0
H 4.749 -1.572 -0.936 0.0 0.0 0.0
Se -2.393 -0.325 -1.647 0.0 0.0 0.1
C -1.117 0.023 -0.445 -0.3 0.0 0.1
N -0.310 0.228 0.375 0.1 0.0 -0.2
C -5.233 -3.207 1.756 0.0 0.0 0.0
C -4.287 -2.171 1.162 0.0 0.0 0.0
N -3.143 -1.936 2.029 0.0 0.0 0.1
C -1.906 -2.475 1.942 -0.1 0.3 0.3
S -0.920 -2.462 3.326 -0.1 -0.1 0.0
N -1.538 -2.975 0.762 -0.1 0.0 -0.2
C -0.214 -3.519 0.496 0.1 0.1 -0.1
C -0.095 -4.988 0.860 0.0 0.0 0.0
H -6.081 -3.376 1.090 0.0 0.0 0.0
H -5.622 -2.878 2.721 0.0 0.0 0.0
H -4.715 -4.155 1.905 0.0 0.0 0.0
H -4.795 -1.218 1.004 0.0 0.0 0.0
H -3.946 -2.486 0.180 0.0 0.0 0.0
H -3.336 -1.575 2.950 0.0 0.0 0.0
H -2.050 -2.639 -0.049 0.1 0.0 0.1
H 0.527 -2.937 1.043 0.0 0.0 0.0
H -0.032 -3.366 -0.569 0.0 0.0 0.0
H -0.308 -5.129 1.920 0.0 0.0 0.0
H 0.918 -5.341 0.661 0.0 0.0 0.0
H -0.793 -5.592 0.278 0.0 0.0 0.0
C 0.801 3.023 -1.338 0.0 0.0 0.1
Te 1.183 2.202 -3.271 0.0 0.0 -0.1
C -0.038 3.869 -3.905 0.0 0.1 0.0
C 0.048 4.897 -2.807 0.0 0.0 0.0
C -0.269 6.237 -3.008 0.0 0.0 0.0
C -0.178 7.156 -1.973 0.0 0.0 0.0
C 0.234 6.736 -0.715 0.0 0.0 0.0
C 0.549 5.402 -0.506 0.0 0.0 0.0
C 0.461 4.475 -1.540 0.0 0.0 0.0
H 1.686 2.891 -0.720 0.0 0.0 0.0
H -0.021 2.479 -0.876 0.0 0.0 0.0
H -1.067 3.530 -4.031 0.0 0.0 0.0
H 0.302 4.277 -4.857 0.0 0.0 0.0
H -0.584 6.563 -3.993 0.0 0.0 0.0
H -0.420 8.196 -2.149 0.0 0.0 0.0
H 0.316 7.447 0.097 0.0 0.0 0.0
H 0.879 5.071 0.473 0.0 0.0 0.0

---

58
Properties=species:S:1:pos:R:3:forces:R:3 method="wB97M-V/def2-TZVPD" s_squared=0.9409 spin_multiplicity=2 total_charge=+2 homo_energy_ha="-0.49935 / -0.49812" orbital_gap_ev="5.337 / 5.363" e_lumo_ev="-8.3 / -8.2" e_above_lowest_ev=1.1317
Fe -1.020 0.335 1.385 1.0 -1.4 -2.3
N -1.935 -1.535 4.765 0.1 0.1 0.1
C -1.316 -0.539 5.489 0.0 -0.1 0.0
C -0.621 0.206 4.593 0.2 0.1 -0.2
N -0.793 -0.329 3.333 -0.4 0.6 -0.4
C -1.604 -1.366 3.479 0.0 -0.2 0.1
C -1.981 -2.097 2.289 0.0 -0.2 0.2
N -1.497 -1.681 1.128 -0.4 0.7 0.7
C -2.057 -2.497 0.171 0.1 -0.1 0.1
C -2.850 -3.420 0.774 0.0 0.0 0.1
N -2.792 -3.151 2.124 0.0 0.0 -0.2
H -2.538 -2.242 5.156 0.0 0.0 0.0
H -1.421 -0.451 6.556 0.0 0.0 0.0
H -0.003 1.069 4.772 -0.1 0.0 0.0
H -1.836 -2.391 -0.876 -0.2 -0.3 0.1
H -3.447 -4.218 0.370 0.0 0.0 0.0
H -3.294 -3.658 2.836 0.0 0.0 0.0
C -0.477 1.776 -2.308 -0.1 0.0 0.0
Sb -0.862 -0.222 -1.714 1.3 1.1 -0.4
C -2.300 -0.651 -3.221 -0.4 -0.2 0.4
C 0.892 -1.283 -2.655 -1.6 0.3 0.6
C 1.909 -0.274 -2.949 0.6 0.3 -0.3
C 1.965 0.373 -4.190 -0.1 -0.4 0.2
C 2.925 1.328 -4.454 0.3 0.2 0.2
C 3.842 1.683 -3.461 -0.2 0.0 -0.3
C 3.800 1.050 -2.234 -0.1 -0.2 0.3
C 2.848 0.062 -1.969 0.0 0.3 -0.4
C 2.836 -0.658 -0.684 -0.4 0.0 0.6
Sb 1.536 0.169 0.893 0.5 0.1 0.3
C 2.421 -0.923 2.477 -0.2 -0.1 0.2
C 2.484 2.039 1.172 -0.3 0.2 0.0
H -0.229 1.791 -3.366 0.0 0.0 -0.1
H 0.329 2.213 -1.724 0.0 0.0 0.0
H -1.394 2.339 -2.137 0.2 0.0 -0.1
H -1.845 -0.378 -4.172 0.1 0.0 0.1
H -3.183 -0.042 -3.041 0.0 0.0 0.0
H -2.571 -1.704 -3.223 0.0 0.0 -0.1
H 0.404 -1.722 -3.521 0.2 -0.2 -0.1
H 1.137 -2.019 -1.896 0.2 -0.2 -0.4
H 1.257 0.082 -4.958 0.0 0.0 0.0
H 2.980 1.793 -5.428 0.0 0.0 0.0
H 4.589 2.439 -3.656 0.0 0.0 0.0
H 4.530 1.305 -1.474 0.0 0.0 0.0
H 3.787 -0.577 -0.156 0.0 0.0 0.0
H 2.559 -1.706 -0.783 0.2 0.0 0.2
H 3.503 -0.864 2.369 0.0 0.0 0.0
H 2.106 -1.964 2.452 0.0 0.0 0.0
H 2.125 -0.481 3.426 0.0 0.0 0.0
H 3.504 1.847 1.501 0.0 -0.1 0.0
H 1.952 2.608 1.933 0.0 0.0 0.0
H 2.487 2.607 0.245 0.0 0.0 0.0
F -3.023 4.173 0.880 0.3 0.1 0.3
Te -2.888 2.369 0.622 -1.6 1.1 -0.2
F -3.345 2.570 -1.160 0.2 0.0 0.1
F -4.680 2.314 1.012 0.0 0.1 0.0
F -2.692 1.721 2.404 0.2 0.1 0.2
F -3.137 0.507 0.322 0.4 -0.4 -0.1
O -1.075 2.271 0.481 -0.2 -1.2 0.8

---

64
Properties=species:S:1:pos:R:3:forces:R:3 method="wB97M-V/def2-TZVPD" spin_multiplicity=1 total_charge=-1 homo_energy_ha=-0.27539 orbital_gap_ev=9.687 e_lumo_ev=2.2 e_above_lowest_ev=1.8560
F 1.151 -1.711 0.470 0.0 -0.2 -0.2
C 3.345 0.367 -0.222 -2.6 1.3 4.0
C 2.953 -0.192 -1.494 0.0 0.1 -0.9
O 4.214 -0.618 -1.998 -3.6 -0.8 -2.6
C 5.155 -0.254 -1.226 5.9 -1.4 1.3
O 6.301 -0.693 -1.377 -2.4 1.9 0.7
O 4.715 0.488 -0.193 1.7 0.6 -0.4
F 2.376 0.756 -2.338 0.5 -0.8 0.1
H 3.028 -0.328 0.576 0.1 -0.1 -0.4
H 2.755 1.276 0.073 1.0 -0.3 -0.7
H 2.301 -1.012 -1.263 -0.7 -0.4 -0.8
C 0.264 -3.005 -2.520 -2.4 4.0 -5.5
C 0.152 -4.322 -1.949 -1.5 -1.5 -0.4
O 1.469 -4.771 -2.166 -4.2 -5.0 2.1
C 2.239 -3.815 -2.383 7.6 2.0 -1.3
O 3.460 -4.000 -2.338 -2.5 1.3 -0.2
O 1.608 -2.703 -2.758 0.4 -0.1 1.1
F -0.791 -5.029 -2.742 1.2 -0.1 1.3
H -0.272 -2.357 -1.950 -0.4 2.5 2.4
H -0.301 -2.572 -3.612 1.2 -2.6 2.6
H -0.174 -4.315 -0.841 0.7 -0.5 -1.8
C -2.042 -1.342 1.979 3.7 1.4 -0.9
C -0.882 -1.984 2.838 -3.0 3.3 0.5
O -1.534 -2.787 3.686 -3.2 -1.2 1.6
C -3.012 -2.580 3.605 1.5 -2.3 0.5
O -3.845 -3.218 4.189 1.7 1.1 -0.2
O -3.245 -1.750 2.630 0.3 2.1 -1.3
F -0.281 -0.909 3.596 -0.4 -1.2 -0.9
H -1.971 -1.487 0.880 -0.7 -1.3 0.8
H -1.591 -0.281 1.881 -2.2 -0.6 1.3
H -0.191 -2.458 2.267 2.6 -1.1 -1.4
C 3.862 -3.456 1.085 0.3 -3.2 6.3
C 3.035 -3.159 2.402 0.9 0.9 1.4
O 4.119 -2.954 3.369 -0.8 -0.2 -0.7
C 5.304 -3.316 2.809 5.4 1.8 10.6
O 6.422 -3.329 3.481 -5.0 0.1 -2.5
O 5.219 -3.592 1.656 -0.9 -2.1 -8.6
F 2.313 -4.286 2.943 0.8 2.1 -1.6
H 3.919 -2.722 0.473 -0.1 5.1 -3.9
H 3.724 -4.344 0.574 -0.9 -1.8 -0.8
H 2.500 -2.118 2.429 0.0 -2.7 -0.4
C -4.216 6.134 -3.672 -1.6 0.0 -1.3
O -3.693 5.672 -2.464 -1.2 -0.1 1.5
C -4.726 5.225 -1.491 5.6 4.7 0.8
C -4.160 4.915 -0.183 -2.9 5.4 2.7
O -3.258 4.006 -0.211 3.1 -4.1 2.7
C -2.740 3.654 1.139 1.1 0.1 -1.6
C -1.484 2.789 0.877 -2.1 -1.7 1.6
O -1.738 1.757 -0.060 0.6 0.5 -0.2
C -0.562 1.005 -0.413 0.5 0.3 -0.9
H -3.322 6.203 -4.355 -1.1 0.4 0.6
H -4.831 7.201 -3.565 1.5 -2.6 -0.4
H -4.926 5.301 -4.192 1.2 2.0 1.2
H -5.199 4.523 -1.902 -4.0 -5.9 -3.3
H -5.330 5.974 -1.147 -2.1 2.6 -0.4
H -5.131 4.880 0.544 1.8 -1.0 -1.2
H -3.756 5.957 0.232 -0.2 -1.5 -0.7
H -3.446 3.143 1.789 -0.6 -0.1 -0.4
H -2.406 4.583 1.666 -0.3 -0.5 -0.5
H -1.212 2.280 1.857 0.2 0.9 -0.9
H -0.781 3.459 0.518 2.0 1.1 -0.6
H -0.086 0.605 0.501 0.7 0.8 -0.3
H 0.259 1.558 -1.261 -2.7 -1.7 2.7
H -1.029 0.060 -0.727 0.6 0.4 -1.1